[1]
Computed, not measured: C11H11Cl13F12NaO12S4 as an isolated structure in a non-equilibrium geometry, with the ωB97M-V functional and the def2-TZVPD basis.

Computed properties:
E_LUMO   4.50 eV
Net charge   -3
Gap between HOMO and LUMO   0.1652 hartree

Atoms and positions in Å:
1 Cl 0.8067 -2.7315 2.2537
2 Cl -4.1952 2.1882 2.5355
3 Cl -0.5046 -0.8357 -3.7633
4 Cl -2.5635 2.7112 5.0226
5 Cl -1.7665 0.5981 3.1708
6 Cl -1.2394 -5.7418 0.9108
7 Cl -2.1678 -0.2166 -1.0745
8 Cl -4.9601 -2.0798 -1.6576
9 Cl -0.7690 -3.3910 -0.7764
10 Cl -1.5609 -1.2840 -6.3779
11 Cl -2.8231 -3.3772 1.3432
12 Cl -2.3656 -2.8420 -4.2518
13 Cl 0.1464 -5.0326 4.6242
14 S -0.7118 5.0736 0.0480
15 S 2.2841 1.3628 2.1574
16 S 3.4191 -2.4703 -0.9852
17 S 2.7755 1.9772 -1.4890
18 Na 0.2351 -0.5159 -0.1406
19 F 3.7499 1.6641 4.3929
20 F 2.3062 -3.2245 -3.3989
21 F 4.1153 1.6769 -3.8202
22 F 2.8127 -1.1730 -3.2235
23 F -0.9639 3.0477 -1.7751
24 F 1.7629 1.6324 -3.8633
25 F 1.6003 2.0877 4.7260
26 F 0.0550 4.8534 -2.4897
27 F 4.4290 -2.7924 -3.4598
28 F -2.1745 4.7467 -2.2389
29 F 2.2734 0.0765 4.6010
30 F 2.9974 3.3482 -3.5856
31 O 2.1667 2.8051 1.7518
32 O 2.6605 3.3225 -0.9336
33 O 4.1632 -3.7095 -0.5942
34 O 2.0370 -2.2883 -0.5067
35 O 3.5532 0.7855 1.6865
36 O 1.6739 1.1073 -1.1587
37 O -0.6424 6.5530 -0.1407
38 O 0.5788 4.4898 0.5175
39 O 1.0976 0.5447 1.7928
40 O -1.8860 4.6915 0.8027
41 O 4.0834 1.3921 -1.0496
42 O 4.2504 -1.2769 -0.6865
43 C 3.2816 -2.4601 -2.9334
44 C -3.8639 0.3406 -0.7218
45 C 2.9071 2.1179 -3.3914
46 C -0.5573 -3.4062 4.5791
47 C -0.9753 4.4059 -1.7598
48 C -2.5582 2.2311 3.2656
49 C -0.9519 -2.0303 -4.8627
50 C 2.4764 1.3006 4.0890
51 C 0.4409 -2.3496 3.9607
52 C -4.8206 -0.2462 -1.7180
53 C -2.0307 -4.3214 0.1042
54 H -1.4538 -3.3944 3.9591
55 H -4.0408 0.0822 0.3223
56 H -0.1519 -2.7549 -5.0148
57 H -0.9141 -3.1331 5.5722
58 H -1.9140 2.8606 2.6517
59 H 1.3378 -2.3785 4.5795
60 H -4.5738 0.0671 -2.7324
61 H -3.8891 1.4301 -0.7387
62 H -5.8597 -0.0086 -1.4903
63 H -2.6772 -4.7708 -0.6495
64 H 0.0487 -1.3352 4.0333

Force components x, y, z for each atom (eV/Å):
Cl -0.01 0.11 0.66
Cl 0.59 0.10 0.53
Cl 1.14 1.21 0.72
Cl -0.24 -0.02 -1.29
Cl -0.69 0.73 -0.05
Cl -0.23 0.34 -0.29
Cl -1.27 0.46 -0.09
Cl 0.42 0.62 -0.10
Cl -0.58 -0.56 0.43
Cl 0.75 0.01 -0.55
Cl -0.31 0.15 -0.35
Cl -0.81 -1.23 0.68
Cl -0.08 -0.10 0.10
S 3.95 1.48 0.83
S 1.80 2.32 -3.91
S 3.46 2.24 2.15
S 5.07 -0.06 4.34
Na 1.79 0.55 0.48
F -0.96 -0.01 0.27
F -0.39 -1.30 -0.70
F -1.05 -1.72 -1.05
F 1.59 -1.47 -0.39
F 0.14 0.50 -0.19
F 0.37 -0.71 -1.98
F 0.22 0.46 0.22
F -1.06 -0.17 -0.43
F 0.34 0.37 -1.04
F -0.02 0.60 -0.77
F 0.20 -0.50 0.10
F -0.71 5.09 -1.96
O -0.22 -3.43 2.62
O -0.64 -0.51 -2.17
O -2.19 0.88 -1.30
O 0.03 -1.07 -0.95
O -1.76 0.06 1.87
O -1.87 -0.98 -0.96
O -0.44 -1.71 -0.47
O -3.50 1.11 -1.48
O 0.35 0.34 1.44
O -1.05 -0.91 -0.01
O -2.10 0.98 -2.21
O -1.60 -2.54 -1.39
C -1.70 2.32 3.43
C 0.71 -0.21 0.62
C 0.77 -2.02 4.95
C 0.02 1.65 -1.07
C 1.16 -0.57 2.66
C 0.60 -1.14 0.32
C -0.72 -0.22 -0.62
C 0.08 0.13 -1.63
C -0.58 -1.14 0.95
C -0.60 -0.66 0.11
C 1.45 -0.52 -0.25
H 0.11 -0.47 -0.16
H -0.18 -0.34 -0.20
H -0.13 0.26 -0.34
H 0.52 0.03 0.14
H -0.23 0.48 0.24
H 0.25 0.03 -0.47
H 0.03 -0.32 0.06
H 0.20 0.02 -0.40
H 0.23 0.59 0.03
H -0.28 0.51 0.39
H -0.15 -0.14 -0.18

=====

[2]
Computed, not measured: C39H33AsBrF6N5O5SSeW as an isolated structure in a non-equilibrium geometry, with the ωB97M-V functional and the def2-TZVPD basis.

Computed properties:
E_LUMO (spin up / spin down)   -4.47 / -4.46 eV
2S+1   2
Net charge   +1
Energy relative to the best compared isomer or geometry (same formula, charge and spin)   76.4 kcal/mol
Gap between HOMO and LUMO (spin up / spin down)   0.2026 / 0.2028 hartree

Atoms and positions in Å:
1 W -0.7754 -0.1613 0.3440
2 Br 1.2544 -1.7176 0.1541
3 Se 0.0891 -0.9525 3.0735
4 As -4.1720 1.0440 -1.4284
5 S 1.8678 1.2106 -5.1528
6 F -3.7695 2.4378 -0.5337
7 F -4.4147 -0.4769 -2.1878
8 F -2.7873 0.1102 -0.2980
9 F -2.8217 1.2999 -2.4685
10 F -5.3061 1.8348 -2.3990
11 F -5.2259 0.5452 -0.1814
12 O 0.3527 0.5662 -1.3177
13 O 2.5063 1.6920 -6.3355
14 O -1.6492 -3.7382 -4.8607
15 O -1.0637 1.8370 -0.3926
16 O 1.2754 -0.0933 -5.0719
17 N 0.6514 1.2341 1.2606
18 N 0.6776 2.2954 -4.8361
19 N -1.8152 0.7179 1.9023
20 N -1.9449 -1.7989 1.2673
21 N -1.1843 -1.5419 -1.3971
22 C -2.5607 -2.9078 -2.7945
23 C 5.8882 1.6040 -0.6381
24 C 3.0358 1.3178 -3.8260
25 C -1.0642 3.6412 4.1271
26 C 2.1836 3.2483 2.3810
27 C 3.7866 -2.7733 3.5068
28 C 4.8737 1.5044 -1.7445
29 C -0.2947 -2.4457 -3.4573
30 C 0.0924 2.0678 2.1911
31 C -2.9896 -1.3239 2.0104
32 C -5.1506 -1.5812 3.0743
33 C -5.1979 -0.2276 3.2284
34 C -4.0298 -2.1648 2.4369
35 C 3.1177 0.2978 -2.8928
36 C 1.4606 -2.2400 3.1891
37 C -1.2550 1.8096 2.5531
38 C 1.9053 1.3994 0.8962
39 C 0.2274 3.9007 3.7729
40 C 1.1536 -3.6004 3.1439
41 C -3.8813 -3.5460 2.1957
42 C -4.1300 0.6077 2.8319
43 C 0.0781 2.6740 -2.4050
44 C -1.8263 -3.0978 1.0625
45 C -0.2960 2.0659 -3.7879
46 C 4.0411 0.3969 -1.8596
47 C 3.8756 2.4246 -3.7459
48 C -1.5252 -3.0521 -3.7275
49 C 3.4761 -4.1274 3.4509
50 C -0.2414 -1.7536 -2.2933
51 C -2.7712 -4.0093 1.5405
52 C 0.8411 3.0941 2.7905
53 C -1.8100 2.6058 3.5317
54 C 2.7824 -1.8294 3.3776
55 C 2.7083 2.4087 1.4418
56 C -2.3658 -2.1551 -1.6684
57 C -0.2361 1.6971 -1.3360
58 C -2.9927 0.0704 2.2845
59 C 2.1617 -4.5411 3.2742
60 C 4.7773 2.5167 -2.7024
61 H 2.2917 0.7262 0.1478
62 H 5.7935 2.5468 -0.0959
63 H 0.5344 -2.4978 -4.1488
64 H 6.9007 1.5718 -1.0435
65 H 4.2626 -4.8630 3.5559
66 H 4.8110 -2.4595 3.6578
67 H 1.9252 -5.5965 3.2439
68 H 3.7307 2.4955 1.1045
69 H -1.2646 2.4503 -4.0971
70 H -1.5438 4.2417 4.8886
71 H 4.1218 -0.4111 -1.1403
72 H -3.5322 -3.3528 -2.9645
73 H 5.7879 0.7826 0.0705
74 H -4.6510 -4.2295 2.5322
75 H -6.0729 0.2330 3.6667
76 H -0.4155 3.6249 -2.2152
77 H 3.8268 3.1964 -4.5036
78 H 0.7904 4.6997 4.2357
79 H -2.8127 2.4452 3.8838
80 H -3.1697 -2.0151 -0.9670
81 H -0.4055 0.9870 -3.7046
82 H -5.9641 -2.2129 3.4043
83 H -2.5433 -4.0823 -4.9705
84 H -4.2507 1.6738 2.9276
85 H -2.6236 -5.0634 1.3549
86 H 3.0075 -0.7710 3.4204
87 H 2.4689 -0.5608 -2.9762
88 H -0.9619 -3.4250 0.5006
89 H 0.8653 3.2297 -5.1652
90 H 1.1619 2.8137 -2.3649
91 H 5.4313 3.3781 -2.6364
92 H 0.1234 -3.9089 3.0181
93 H 2.7836 4.0325 2.8258

Force components x, y, z for each atom (eV/Å):
W 0.39 -0.32 1.01
Br 0.05 -0.02 -0.02
Se 0.00 0.02 -0.01
As 0.02 0.12 0.08
S -0.10 0.15 0.02
F 0.07 0.00 0.05
F 0.05 -0.03 0.01
F 0.01 -0.38 -0.30
F -0.03 0.03 -0.10
F -0.01 0.00 0.00
F -0.04 -0.01 0.04
O -0.11 -0.08 0.07
O 0.02 0.03 -0.03
O 0.05 0.00 -0.02
O 0.05 0.22 -0.14
O -0.03 0.01 0.04
N -0.02 -0.08 -0.07
N 0.07 -0.26 0.12
N 0.03 0.18 -0.14
N -0.03 0.14 -0.21
N -0.31 -0.20 -0.19
C -0.01 -0.04 -0.06
C 0.01 -0.01 -0.03
C -0.01 -0.07 0.00
C 0.00 0.02 0.01
C 0.01 -0.01 0.01
C 0.00 -0.04 0.03
C 0.00 -0.03 0.01
C 0.03 -0.01 -0.06
C -0.01 0.05 0.02
C -0.08 0.10 -0.08
C 0.00 0.01 0.01
C -0.01 -0.03 0.01
C 0.07 0.00 0.03
C 0.00 0.11 0.01
C -0.01 0.03 0.05
C 0.02 0.04 0.04
C 0.00 0.03 -0.04
C 0.01 -0.01 0.02
C 0.02 -0.01 0.04
C 0.01 0.00 -0.02
C 0.02 0.03 0.05
C -0.01 -0.05 -0.01
C 0.04 0.04 -0.06
C 0.05 0.10 -0.03
C 0.02 0.01 0.01
C -0.04 0.03 0.05
C -0.01 0.04 0.09
C 0.01 0.03 0.00
C 0.06 0.21 0.03
C -0.05 -0.03 0.04
C -0.04 -0.02 -0.03
C -0.03 -0.03 0.00
C -0.04 0.02 -0.07
C 0.03 0.03 0.03
C -0.02 0.01 0.01
C -0.12 0.08 -0.07
C -0.04 -0.05 -0.06
C -0.01 0.00 -0.02
C -0.02 0.02 -0.01
H 0.03 -0.02 -0.02
H 0.01 0.00 -0.02
H 0.00 0.00 0.00
H 0.00 0.00 0.01
H 0.00 0.00 -0.01
H 0.00 0.01 0.00
H 0.00 0.00 0.00
H 0.01 0.00 0.00
H 0.02 0.04 -0.06
H 0.00 0.00 0.00
H -0.01 0.00 0.00
H 0.00 0.00 0.00
H -0.01 0.00 0.01
H 0.00 0.00 0.00
H 0.00 0.00 0.00
H -0.04 -0.04 0.02
H 0.01 0.00 0.00
H 0.00 0.00 -0.01
H -0.01 -0.02 0.00
H 0.01 0.01 0.01
H -0.01 -0.06 0.01
H 0.00 0.00 -0.01
H -0.05 -0.02 0.00
H 0.01 0.01 -0.01
H 0.01 0.00 -0.01
H 0.01 -0.01 -0.01
H -0.04 -0.05 0.00
H 0.00 0.00 -0.02
H -0.01 0.02 -0.03
H 0.02 0.04 -0.01
H 0.01 -0.01 -0.01
H 0.01 -0.02 0.02
H 0.00 0.00 -0.01

=====

[3]
Computed, not measured: C6H7CuLiO6 as an isolated structure in a non-equilibrium geometry, with the ωB97M-V functional and the def2-TZVPD basis.

Computed properties:
E_LUMO   -5.17 eV
Net charge   +1
Energy relative to the best compared isomer or geometry (same formula, charge and spin)   4.1 kcal/mol
Gap between HOMO and LUMO   0.2690 hartree

Atoms and positions in Å:
1 Cu -0.9983 -2.0837 2.6536
2 O 1.1273 0.6111 1.1263
3 O 0.8768 -1.5979 1.4901
4 O -3.3486 0.9538 -3.4649
5 O -1.5113 2.1345 -3.0789
6 O -1.9055 0.2080 -1.9540
7 O -1.0579 -0.3445 1.3797
8 C -0.7371 0.4277 -1.2251
9 C 2.2445 -1.2827 1.7975
10 C 0.2720 -0.4416 0.9948
11 C -0.6829 -0.5557 -0.1216
12 C -2.2649 1.1577 -2.8773
13 C 2.1746 0.2189 2.0261
14 Li -2.8758 2.5880 -4.4690
15 H -0.9813 -1.5686 -0.4147
16 H 2.8725 -1.5463 0.9358
17 H 1.8902 0.4689 3.0584
18 H 2.5322 -1.8527 2.6859
19 H 0.1525 0.4759 -1.8653
20 H -0.8670 1.2789 -0.4226
21 H 3.0879 0.7503 1.7451

Force components x, y, z for each atom (eV/Å):
Cu 0.09 0.30 -0.36
O -0.34 -0.18 0.00
O -0.54 -0.32 0.54
O 0.25 0.21 -0.07
O 0.18 0.20 -0.11
O -0.31 -0.17 -0.08
O -0.52 0.53 -0.21
C -1.36 2.22 3.14
C 0.56 -0.02 0.20
C 0.27 -0.14 -1.67
C 1.56 -2.67 -0.25
C -0.45 -0.01 -0.30
C 0.18 0.06 0.27
Li 0.15 -0.47 0.55
H 0.11 0.16 0.40
H -0.19 0.03 0.26
H 0.10 -0.03 -0.24
H 0.04 0.13 -0.28
H -0.01 0.11 0.63
H 0.47 0.18 -2.49
H -0.25 -0.11 0.08

=====

[4]
Computed, not measured: a 5-piece molecular cluster, C6H19NO4 overall in a non-equilibrium geometry, with the ωB97M-V functional and the def2-TZVPD basis.

Computed properties:
E_LUMO   0.64 eV
SMILES   C=C/C(=C\N)CC.O.O.O.O
Net charge   0
Energy relative to the best compared isomer or geometry (same formula, charge and spin)   91.8 kcal/mol
Gap between HOMO and LUMO   0.3285 hartree

Atoms and positions in Å:
1 O 1.1780 -2.3278 -1.2499
2 O 1.4345 -1.3718 1.2362
3 O -2.5404 -1.3875 0.5562
4 O -0.3903 -3.1569 1.4965
5 N 1.5872 0.8955 -2.0708
6 C -1.1253 1.0951 -1.1917
7 C 0.0047 1.4418 -0.3208
8 C 0.9083 2.0081 1.9863
9 C -2.1712 1.8047 -1.3514
10 C 1.1867 1.5027 -0.8778
11 C -0.2915 1.6353 1.1590
12 H 1.5425 -1.6563 -2.0758
13 H -1.0676 2.3889 1.3308
14 H -0.7214 0.6244 1.5034
15 H 0.5623 2.7408 2.7607
16 H -2.1484 2.8248 -0.7520
17 H 2.2600 1.3830 -2.6520
18 H 0.8196 -1.9943 1.2387
19 H -0.9660 0.1590 -1.8279
20 H 0.9044 0.5641 -2.7177
21 H 2.3270 -1.5126 1.2267
22 H 1.2191 -1.6941 -0.5185
23 H -2.9453 -1.5351 -0.2807
24 H 2.0594 1.6964 -0.3113
25 H 1.8041 2.5436 1.5549
26 H -1.2352 -2.6770 1.6954
27 H -3.0967 1.6266 -1.9856
28 H 1.3552 1.1640 2.4394
29 H -0.2305 -3.3595 0.6155
30 H -2.0770 -0.5298 0.5180

Force components x, y, z for each atom (eV/Å):
O 1.45 2.84 -4.12
O 1.11 7.33 -0.14
O 0.74 0.51 1.37
O -0.90 0.71 3.69
N 0.42 0.16 -1.27
C 2.68 -3.75 -1.21
C -1.53 0.43 0.47
C 0.74 2.14 1.00
C -3.93 4.38 0.55
C 1.52 -1.18 -0.21
C -0.16 -0.86 -0.83
H -1.56 -2.98 3.57
H -0.09 -0.24 -0.32
H 0.63 1.44 -0.16
H 0.41 -0.87 -0.24
H -0.54 -2.06 -1.24
H 0.18 0.16 0.58
H -3.58 -5.28 0.81
H -0.48 0.96 0.92
H -0.91 -0.03 0.00
H 2.96 -1.50 0.08
H 0.10 0.16 0.20
H -0.35 0.02 -1.02
H 0.59 0.61 0.74
H -1.31 -0.43 -0.37
H 0.99 -0.75 -1.30
H 1.58 0.04 0.78
H 0.26 -0.97 0.73
H -0.55 -0.46 -2.78
H -0.46 -0.51 -0.29

=====

Electronic energy for the records above, in order: -279314.6161; -283858.5606; -63457.4860; -16207.4467 eV